(1)
C2H13NO4 | wB97M-V/def2-TZVPD

Summary:
lowest unoccupied orbital energy	0.461	eV
total energy	-439.69044	Ha
multiplicity	1
frontier orbital gap	10.3	eV
structure (SMILES)	NCCO.O.O.O
HOMO	-9.86	eV
energy above the lowest of the compared OMol25 structures with the same formula, charge and spin	20.3	kcal per mole

Atoms and positions in Å:
N1 -0.099 0.599 -1.233
C1 1.059 1.400 -0.782
C2 0.605 2.416 0.283
O1 0.621 1.835 1.559
H1 -0.837 1.235 -1.517
H2 0.132 0.132 -2.101
H3 1.501 1.857 -1.678
H4 1.854 0.857 -0.278
H5 -0.334 2.871 -0.058
H6 1.336 3.228 0.259
H7 -0.068 1.196 1.632
O2 0.612 -1.533 2.201
H8 0.530 -2.176 2.925
H9 -0.282 -1.527 1.827
O3 -1.691 -0.887 0.699
H10 -2.598 -1.155 0.558
H11 -1.466 -0.218 0.009
O4 -0.057 -3.152 -1.714
H12 -0.053 -3.201 -0.744
H13 -0.764 -3.777 -1.847

(2)
C5H15NO | wB97M-V/def2-TZVPD

Summary:
lowest unoccupied orbital energy (spin up / spin down)	3.553 / 3.409	eV
total energy	-329.41806	Ha
multiplicity	2
frontier orbital gap (spin up / spin down)	2.4 / 8.7	eV
HOMO (spin up / spin down)	1.13 / -5.29	eV
net charge	-1
energy above the lowest of the compared OMol25 structures with the same formula, charge and spin	22.0	kcal per mole

Atoms and positions in Å:
C1 -0.226 -0.290 2.269
N1 0.360 -0.521 0.967
C2 0.593 -1.944 0.758
C3 -1.696 -0.303 -0.424
C4 -0.320 0.261 -0.070
C5 0.582 0.253 -1.294
H1 -0.176 0.753 2.503
H2 0.354 -0.809 3.033
H3 -1.257 -0.668 2.366
H4 1.248 -2.293 1.548
H5 -0.375 -2.463 0.704
H6 1.141 -2.099 -0.173
H7 -1.985 -0.143 -1.461
H8 -1.746 -1.372 -0.213
H9 -2.553 0.163 0.078
H10 -0.400 1.289 0.284
H11 0.313 0.816 -2.179
H12 0.508 -0.743 -1.757
H13 1.629 0.436 -1.089
H14 1.824 3.384 -2.554
H15 0.604 3.175 -1.641
O1 1.576 3.117 -1.653

(3)
C3H9NO2 | wB97M-V/def2-TZVPD

Summary:
lowest unoccupied orbital energy	0.676	eV
total energy	-324.92169	Ha
multiplicity	1
frontier orbital gap	9.9	eV
structure (SMILES)	CC(=O)O.CN
HOMO	-9.21	eV
energy above the lowest of the compared OMol25 structures with the same formula, charge and spin	32.0	kcal per mole

Atoms and positions in Å:
C1 -1.605 0.417 -0.672
C2 -0.467 1.252 -1.199
O1 -0.105 1.334 -2.335
O2 0.170 1.925 -0.186
H1 -1.529 -0.638 -0.897
H2 -2.552 0.826 -1.026
H3 -1.640 0.602 0.402
H4 1.130 1.822 -0.226
C3 1.065 -2.467 2.501
N1 0.807 -1.809 1.195
H5 0.991 -3.540 2.316
H6 0.240 -2.339 3.192
H7 1.952 -2.026 2.933
H8 0.226 -0.990 1.206
H9 0.573 -2.511 0.518

(4)
C4H13NO2 | wB97M-V/def2-TZVPD

Summary:
lowest unoccupied orbital energy	0.794	eV
total energy	-365.40291	Ha
multiplicity	1
frontier orbital gap	8.3	eV
structure (SMILES)	C/C=C/NC.O.O
HOMO	-7.54	eV
energy above the lowest of the compared OMol25 structures with the same formula, charge and spin	24.8	kcal per mole

Atoms and positions in Å:
C1 0.014 -2.726 -1.288
C2 0.732 -1.596 -0.589
C3 0.400 -0.321 -0.799
N1 1.073 0.755 -0.282
C4 0.649 2.133 -0.372
H1 -0.544 -3.323 -0.574
H2 -0.678 -2.299 -2.012
H3 0.669 -3.389 -1.847
H4 1.653 -1.859 -0.072
H5 -0.447 -0.071 -1.422
H6 1.883 0.526 0.273
H7 1.468 2.834 -0.262
H8 0.075 2.258 -1.294
H9 -0.132 2.338 0.369
O1 0.048 0.214 2.544
H10 0.496 -0.474 3.044
H11 0.159 -0.045 1.618
O2 -2.311 1.145 0.099
H12 -1.953 0.542 0.767
H13 -3.157 1.370 0.507

(5)
C12H16O | wB97M-V/def2-TZVPD

Summary:
lowest unoccupied orbital energy	0.295	eV
total energy	-541.98999	Ha
multiplicity	1
frontier orbital gap	8.6	eV
structure (SMILES)	O=Cc1ccccc1.CC=C(C)C
HOMO	-8.33	eV
energy above the lowest of the compared OMol25 structures with the same formula, charge and spin	65.7	kcal per mole

Atoms and positions in Å:
O1 0.550 2.095 0.412
C1 1.248 1.318 0.972
C2 2.348 0.561 0.328
C3 2.566 -0.664 0.855
C4 3.528 -1.519 0.350
C5 4.315 -1.090 -0.678
C6 4.062 0.151 -1.368
C7 3.013 0.947 -0.872
H1 1.226 1.072 2.051
H2 2.195 -0.884 1.778
H3 3.631 -2.434 0.842
H4 5.088 -1.782 -1.195
H5 4.437 0.328 -2.397
H6 2.784 1.930 -1.334
C8 -0.488 0.327 -1.431
C9 -0.699 -0.203 -0.047
C10 -1.920 -0.150 0.537
C11 -2.358 -0.757 1.881
C12 -3.121 0.205 -0.284
H7 0.508 0.381 -1.646
H8 -0.961 1.324 -1.496
H9 -0.890 -0.383 -2.151
H10 0.082 -0.739 0.438
H11 -2.615 -1.799 1.613
H12 -3.152 -0.064 2.236
H13 -1.698 -0.522 2.700
H14 -2.785 0.720 -1.205
H15 -3.878 0.642 0.286
H16 -3.535 -0.771 -0.491

(6)
C33H27CaIN9O9PS2Se2 | wB97M-V/def2-TZVPD

Summary:
lowest unoccupied orbital energy (spin up / spin down)	3.583 / 3.489	eV
total energy	-9359.60896	Ha
multiplicity	1
frontier orbital gap (spin up / spin down)	6.6 / 5.1	eV
HOMO (spin up / spin down)	-2.98 / -1.61	eV
net charge	-2
energy above the lowest of the compared OMol25 structures with the same formula, charge and spin	58.3	kcal per mole

Atoms and positions in Å:
Ca1 -0.598 0.271 -0.812
Se1 3.206 1.129 1.599
P1 3.480 0.693 -0.469
Se2 2.024 1.304 -1.956
C1 3.858 -1.079 -0.706
C2 4.939 -1.626 -0.017
C3 5.257 -2.962 -0.173
C4 4.487 -3.769 -1.004
C5 3.406 -3.230 -1.680
C6 3.096 -1.883 -1.537
C7 5.041 1.465 -1.057
C8 5.675 0.968 -2.192
C9 6.826 1.571 -2.672
C10 7.350 2.685 -2.027
C11 6.717 3.186 -0.899
C12 5.569 2.576 -0.413
H1 5.519 -0.999 0.651
H2 6.099 -3.382 0.365
H3 4.719 -4.822 -1.104
H4 2.783 -3.860 -2.303
H5 2.254 -1.452 -2.067
H6 5.260 0.106 -2.701
H7 7.314 1.174 -3.555
H8 8.249 3.158 -2.403
H9 7.119 4.056 -0.393
H10 5.073 2.946 0.476
N1 -3.546 5.775 5.589
C13 -3.078 5.052 4.477
C14 -1.820 4.453 4.503
C15 -1.349 3.774 3.392
C16 -2.130 3.683 2.251
C17 -3.374 4.291 2.208
C18 -3.845 4.974 3.316
S1 -1.514 2.774 0.861
O1 -2.072 3.394 -0.325
O2 -0.073 2.761 0.990
N2 -1.967 1.258 0.979
C19 -3.189 0.865 0.469
N3 -4.330 1.502 0.764
C20 -5.421 1.025 0.189
C21 -5.429 -0.061 -0.669
C22 -4.203 -0.658 -0.910
N4 -3.096 -0.207 -0.338
H11 -3.153 5.455 6.462
H12 -4.553 5.803 5.647
H13 -1.207 4.530 5.394
H14 -0.367 3.319 3.391
H15 -3.967 4.209 1.308
H16 -4.818 5.453 3.285
H17 -6.346 1.542 0.427
H18 -6.337 -0.415 -1.133
H19 -4.088 -1.504 -1.577
S2 -2.808 -3.027 1.954
C23 -2.114 -1.757 2.784
N5 -0.824 -1.371 2.490
C24 -0.181 -0.384 3.122
C25 -0.804 0.279 4.142
C26 -2.130 -0.110 4.390
N6 -2.766 -1.067 3.764
H20 -0.353 -1.780 1.661
H21 0.810 -0.149 2.749
H22 -0.327 1.088 4.671
H23 -2.707 0.413 5.151
O3 -1.792 -7.212 -3.734
N7 -1.108 -6.735 -2.836
O4 -0.375 -7.409 -2.128
C27 -1.072 -5.295 -2.686
C28 -1.812 -4.521 -3.548
C29 -1.756 -3.137 -3.405
C30 -0.900 -2.466 -2.471
O5 -0.686 -1.227 -2.533
C31 -0.254 -3.354 -1.504
C32 -0.310 -4.731 -1.656
N8 0.494 -2.870 -0.428
O6 1.175 -3.666 0.263
O7 0.368 -1.627 -0.001
N9 -2.585 -2.370 -4.314
O8 -2.918 -1.235 -4.010
O9 -3.004 -2.932 -5.322
H24 -2.422 -4.963 -4.318
H25 0.223 -5.351 -0.956
I1 -3.246 2.578 -3.592
C33 -1.394 1.826 -3.241
H26 -1.218 0.803 -3.549
H27 -0.655 2.488 -2.810